{"formula": "C33H82F6LiN13O19S2", "method": "ωB97M-V/def2-TZVPD", "species": ["Li", "C", "F", "F", "F", "S", "O", "O", "N", "S", "O", "O", "C", "F", "F", "F", "C", "C", "O", "O", "H", "H", "H", "H", "H", "H", "C", "C", "O", "O", "H", "H", "H", "H", "H", "H", "C", "C", "O", "O", "H", "H", "H", "H", "H", "H", "C", "C", "O", "O", "H", "H", "H", "H", "H", "H", "C", "O", "N", "N", "H", "H", "H", "H", "C", "O", "N", "N", "H", "H", "H", "H", "C", "O", "N", "N", "H", "H", "H", "H", "C", "O", "N", "N", "H", "H", "H", "H", "C", "O", "N", "N", "H", "H", "H", "H", "C", "C", "C", "C", "C", "C", "N", "O", "C", "C", "C", "H", "H", "H", "H", "H", "H", "H", "H", "H", "H", "H", "H", "H", "H", "H", "H", "H", "H", "H", "C", "C", "C", "C", "C", "C", "N", "O", "C", "C", "C", "H", "H", "H", "H", "H", "H", "H", "H", "H", "H", "H", "H", "H", "H", "H", "H", "H", "H", "H"], "positions_angstrom": [[3.185, -1.515, 2.591], [5.200, 2.353, 1.253], [5.790, 3.547, 1.151], [5.172, 1.799, -0.012], [5.963, 1.742, 2.041], [3.306, 2.365, 1.996], [3.384, 2.229, 3.419], [2.623, 3.610, 1.621], [2.481, 0.940, 1.327], [1.834, 1.421, -0.025], [0.412, 1.505, 0.196], [2.508, 2.462, -0.806], [2.125, -0.035, -1.187], [3.360, -0.047, -1.716], [1.918, -1.120, -0.517], [1.203, -0.154, -2.111], [6.612, -2.834, 1.716], [7.626, -3.941, 1.911], [7.339, -4.795, 3.069], [5.272, -3.363, 1.372], [6.875, -2.299, 0.803], [6.459, -2.138, 2.541], [8.629, -3.562, 2.106], [7.543, -4.595, 1.042], [6.706, -5.507, 2.952], [5.423, -4.115, 0.794], [-0.591, -2.867, 3.928], [-1.386, -1.583, 3.655], [-0.565, -0.404, 3.792], [0.446, -2.989, 3.037], [-1.150, -3.802, 3.894], [-0.214, -2.870, 4.951], [-2.410, -1.447, 4.004], [-1.626, -1.682, 2.597], [0.075, -0.297, 3.084], [1.080, -3.642, 3.342], [-0.558, 9.293, -0.198], [0.133, 8.037, 0.450], [-0.079, 8.012, 1.840], [-1.970, 9.143, 0.112], [-0.303, 9.620, -1.207], [-0.123, 10.184, 0.256], [1.202, 7.854, 0.336], [-0.331, 7.167, -0.015], [0.141, 7.091, 2.000], [-2.103, 9.237, 1.058], [-2.671, 4.011, 4.423], [-3.100, 5.461, 4.912], [-1.994, 6.146, 5.619], [-1.879, 4.137, 3.289], [-3.516, 3.349, 4.236], [-2.252, 3.480, 5.277], [-3.912, 5.126, 5.557], [-3.471, 5.978, 4.027], [-1.409, 6.552, 4.975], [-1.743, 3.196, 3.156], [0.828, 4.131, 9.371], [1.820, 3.980, 10.057], [-0.393, 4.345, 9.683], [0.777, 4.068, 8.142], [-0.663, 4.243, 10.651], [-1.022, 4.479, 8.904], [-0.049, 4.428, 7.685], [1.649, 4.030, 7.635], [12.140, 2.372, 2.554], [12.665, 3.163, 1.768], [11.186, 1.605, 2.277], [12.339, 2.341, 3.857], [10.730, 1.067, 3.001], [10.948, 1.619, 1.296], [13.197, 2.834, 4.060], [11.898, 1.589, 4.367], [5.656, -1.146, 6.359], [4.743, -1.439, 5.647], [6.607, -2.028, 6.653], [5.877, 0.066, 6.965], [6.552, -2.929, 6.201], [7.237, -1.770, 7.399], [6.707, 0.227, 7.517], [5.235, 0.828, 6.798], [9.282, 5.813, 5.912], [8.996, 6.381, 6.910], [10.396, 5.974, 5.315], [8.530, 4.993, 5.257], [10.933, 6.594, 5.904], [10.653, 5.746, 4.365], [7.873, 4.557, 5.888], [8.881, 4.531, 4.429], [0.716, -7.173, -0.384], [1.180, -8.195, -0.820], [0.422, -6.254, -1.226], [0.545, -7.035, 0.951], [0.800, -6.504, -2.128], [0.149, -5.314, -0.974], [-0.048, -6.372, 1.431], [0.683, -7.979, 1.281], [-8.397, 1.297, -4.028], [-8.321, 0.124, -2.941], [-8.621, -1.306, -3.552], [-8.018, -2.518, -2.784], [-6.506, -2.207, -2.439], [-6.387, -0.867, -1.578], [-7.025, 0.324, -2.169], [-6.806, 1.617, -1.644], [-6.804, -1.064, -0.088], [-4.808, -0.567, -1.570], [-9.597, 0.287, -2.046], [-7.411, 1.368, -4.489], [-8.622, 2.236, -3.522], [-9.066, 1.077, -4.859], [-9.694, -1.497, -3.583], [-8.450, -1.340, -4.628], [-7.953, -3.510, -3.232], [-8.610, -2.674, -1.882], [-5.776, -2.291, -3.244], [-6.171, -3.116, -1.939], [-6.490, -1.959, 0.449], [-6.705, -0.153, 0.502], [-7.866, -1.297, -0.163], [-4.717, 0.381, -1.039], [-4.523, -1.520, -1.124], [-4.442, -0.534, -2.596], [-9.507, 1.262, -1.567], [-9.635, -0.527, -1.323], [-10.510, 0.267, -2.641], [-7.080, 1.647, -0.724], [-3.353, -6.221, -8.769], [-3.339, -4.875, -7.976], [-2.189, -5.026, -6.955], [-1.687, -3.818, -6.262], [-1.318, -2.842, -7.410], [-2.378, -2.508, -8.407], [-2.984, -3.826, -8.908], [-3.901, -3.682, -9.930], [-3.328, -1.495, -7.664], [-1.729, -1.804, -9.582], [-4.771, -4.642, -7.362], [-3.912, -6.146, -9.701], [-3.804, -6.908, -8.053], [-2.327, -6.504, -9.006], [-2.385, -5.785, -6.198], [-1.353, -5.538, -7.431], [-0.862, -4.087, -5.602], [-2.537, -3.486, -5.666], [-0.398, -3.205, -7.869], [-0.941, -1.935, -6.936], [-4.208, -1.079, -8.153], [-3.784, -2.096, -6.877], [-2.748, -0.728, -7.150], [-1.166, -0.876, -9.476], [-1.009, -2.536, -9.946], [-2.447, -1.502, -10.344], [-4.620, -4.912, -6.317], [-5.544, -5.222, -7.868], [-5.152, -3.633, -7.202], [-4.629, -3.334, -9.410]], "mulliken_charge": [0.92, 0.68, -0.23, -0.22, -0.21, 0.78, -0.52, -0.57, -0.34, 0.87, -0.56, -0.59, 0.64, -0.21, -0.26, -0.22, -0.09, -0.58, -0.52, -0.47, 0.26, 0.24, 0.29, 0.35, 0.30, 0.23, -0.39, -0.46, -0.47, -0.50, 0.32, 0.30, 0.40, 0.23, 0.27, 0.31, -0.52, -0.28, -0.51, -0.52, 0.36, 0.23, 0.38, 0.24, 0.30, 0.31, -0.35, -0.54, -0.50, -0.42, 0.35, 0.28, 0.33, 0.30, 0.30, 0.25, 0.65, -0.69, -0.33, -0.28, 0.20, 0.13, 0.11, 0.20, 0.73, -0.68, -0.38, -0.45, 0.15, 0.22, 0.24, 0.17, 0.66, -0.62, -0.41, -0.39, 0.22, 0.16, 0.15, 0.23, 0.60, -0.64, -0.40, -0.37, 0.22, 0.19, 0.21, 0.18, 0.60, -0.68, -0.34, -0.40, 0.22, 0.18, 0.20, 0.24, -1.67, 1.49, -1.26, -0.77, -1.03, 0.99, 0.26, -0.45, -1.44, -1.85, -1.84, 0.45, 0.33, 0.39, 0.42, 0.46, 0.45, 0.28, 0.41, 0.45, 0.37, 0.35, 0.37, 0.43, 0.44, 0.38, 0.41, 0.41, 0.43, 0.34, -1.92, 1.70, -1.59, -0.36, -1.40, 1.67, 0.09, -0.45, -1.30, -1.99, -1.71, 0.37, 0.45, 0.43, 0.51, 0.43, 0.45, 0.07, 0.38, 0.50, 0.34, 0.17, 0.38, 0.35, 0.47, 0.35, 0.42, 0.38, 0.44, 0.40], "e_homo_ev": -8.0, "gap_ev": 6.66, "energy_ev": -131994.055, "largest_force_ev_per_a": 11.4, "charge": 0}